# 1
{"formula": "C26H27N8PdS2", "method": "wB97M-V/def2-TZVPD", "species": ["Pd", "C", "C", "N", "C", "C", "C", "C", "C", "C", "C", "N", "C", "C", "C", "C", "C", "C", "C", "C", "N", "C", "H", "H", "H", "H", "H", "H", "H", "H", "H", "H", "H", "H", "S", "C", "N", "C", "C", "S", "H", "H", "H", "H", "H", "C", "C", "C", "C", "N", "C", "N", "N", "N", "H", "H", "H", "H", "H", "H", "H", "H", "H", "H"], "coordinates": [[-0.16865, -0.66509, 0.50251], [3.82673, 1.03427, 0.17540], [2.59319, 0.49454, -0.16880], [1.70837, 0.09236, 0.72822], [1.99925, 0.21675, 2.05766], [3.23272, 0.77340, 2.48707], [4.15193, 1.18209, 1.50147], [3.49646, 0.89137, 3.86276], [2.55570, 0.45747, 4.76253], [1.34095, -0.09388, 4.35412], [1.01986, -0.23991, 3.00208], [-0.10937, -0.77625, 2.44675], [-1.23592, -1.31846, 3.01548], [-1.53661, -1.51311, 4.36140], [-2.74744, -2.08240, 4.76749], [-3.70396, -2.47121, 3.86845], [-3.45980, -2.30084, 2.49368], [-4.38874, -2.66769, 1.49972], [-4.08758, -2.45855, 0.17896], [-2.85751, -1.89712, -0.15987], [-1.95942, -1.56556, 0.74626], [-2.23202, -1.73688, 2.07221], [4.51926, 1.32832, -0.60096], [2.31823, 0.38351, -1.20637], [5.10683, 1.59685, 1.79770], [4.43754, 1.30908, 4.19476], [2.76476, 0.53723, 5.82119], [0.66174, -0.41166, 5.12083], [-0.84251, -1.24094, 5.13280], [-2.93010, -2.21543, 5.82554], [-4.63894, -2.90271, 4.19937], [-5.33426, -3.10694, 1.79003], [-4.78596, -2.72474, -0.60122], [-2.60172, -1.70945, -1.19328], [-1.71428, 1.83974, 1.08154], [-0.41949, 2.84759, 0.90381], [0.24072, 3.41335, 1.92213], [1.40830, 4.22985, 1.64326], [1.29118, 4.66483, 0.18499], [0.21689, 3.42637, -0.62488], [0.02569, 3.12215, 2.86387], [2.31897, 3.64944, 1.80560], [1.42737, 5.09371, 2.30701], [2.25438, 4.67105, -0.31907], [0.81794, 5.63817, 0.07938], [-1.39871, -0.23104, -6.21381], [-0.10781, -1.01566, -5.98639], [-0.39181, -2.45896, -5.57766], [0.82116, -0.32719, -4.96909], [0.28166, -0.29349, -3.61597], [0.61032, -1.04651, -2.56353], [-0.14811, -0.67848, -1.55197], [-0.94203, 0.31714, -2.01506], [-0.68913, 0.54819, -3.24279], [-1.97558, -0.69198, -7.01518], [-1.18429, 0.80032, -6.49694], [-2.01985, -0.21062, -5.31999], [0.45416, -1.02657, -6.92384], [-1.00470, -2.50465, -4.67405], [0.53283, -3.01353, -5.40162], [-0.93957, -2.96836, -6.36927], [1.00883, 0.70275, -5.27058], [1.76970, -0.86017, -4.91540], [1.34228, -1.83582, -2.56046]], "charge": 1, "relative_energy_ev": 0.000, "homo_ev": -9.46, "homo_lumo_gap_ev": 6.62, "total_energy_ha": -2369.13078}

# 2
{"formula": "C26H27NO5", "method": "wB97M-V/def2-TZVPD", "species": ["C", "O", "C", "C", "C", "C", "O", "C", "C", "O", "N", "C", "C", "C", "C", "C", "C", "C", "C", "C", "C", "C", "C", "C", "O", "C", "C", "O", "C", "C", "C", "C", "H", "H", "H", "H", "H", "H", "H", "H", "H", "H", "H", "H", "H", "H", "H", "H", "H", "H", "H", "H", "H", "H", "H", "H", "H", "H", "H"], "coordinates": [[-7.08570, 0.15691, 0.15287], [-6.63515, 1.48223, 0.28251], [-5.31061, 1.73982, 0.07437], [-4.35372, 0.79096, -0.25310], [-3.02886, 1.16126, -0.44059], [-2.64556, 2.48528, -0.30393], [-1.36339, 2.95288, -0.45651], [-0.37862, 2.06143, -0.86609], [1.02801, 2.68087, -0.95871], [1.52353, 3.55005, -1.62013], [1.51331, 1.83851, -0.00634], [2.82821, 1.56297, 0.39230], [3.85165, 1.93225, -0.47791], [5.18157, 1.69381, -0.17601], [6.26528, 2.08969, -1.13175], [5.48111, 1.05550, 1.02044], [4.46953, 0.69686, 1.89003], [3.13219, 0.94675, 1.61076], [2.08848, 0.58053, 2.62315], [0.24714, 1.13966, 0.22830], [0.26076, -0.32570, -0.07094], [1.07574, -0.84694, -1.06316], [1.05043, -2.20208, -1.33832], [0.21264, -3.07475, -0.65438], [0.16030, -4.42013, -0.91635], [1.00666, -4.95168, -1.90519], [-0.62375, -2.55319, 0.35277], [-1.51611, -3.22999, 1.12615], [-1.64306, -4.63303, 1.05979], [-0.57371, -1.18957, 0.62337], [-3.60703, 3.44136, 0.02595], [-4.91867, 3.07388, 0.21194], [-6.91870, -0.22841, -0.85852], [-6.60207, -0.50612, 0.87797], [-8.15568, 0.18835, 0.35278], [-4.61202, -0.25011, -0.36438], [-2.31151, 0.39402, -0.68644], [-0.65872, 1.52366, -1.78095], [3.59357, 2.42667, -1.40110], [5.92389, 2.87892, -1.79635], [7.14575, 2.43454, -0.59401], [6.55851, 1.23374, -1.74071], [6.50980, 0.84951, 1.27781], [4.72273, 0.21777, 2.82523], [1.45939, 1.43850, 2.85327], [1.45571, -0.22852, 2.26057], [2.56502, 0.25216, 3.54386], [-0.18416, 1.34434, 1.21155], [1.73880, -0.20435, -1.62114], [1.70026, -2.57866, -2.11101], [0.79508, -6.01998, -1.92112], [2.06214, -4.79636, -1.66038], [0.79303, -4.52739, -2.89139], [-2.39012, -4.88309, 1.81313], [-1.99044, -4.96332, 0.07904], [-0.70392, -5.13578, 1.29879], [-1.22335, -0.82053, 1.40278], [-3.29695, 4.46861, 0.12910], [-5.66868, 3.80544, 0.46632]], "charge": 0, "relative_energy_ev": 0.505, "smiles": "COc1ccc(O[C@H]2C(=O)N(c3cc(C)ccc3C)[C@@H]2c2ccc(OC)c(OC)c2)cc1", "homo_ev": -8.01, "homo_lumo_gap_ev": 8.59, "total_energy_ha": -1437.87084}

# 3
{"formula": "C26H28AlN8O2S2", "method": "wB97M-V/def2-TZVPD", "species": ["Al", "C", "O", "C", "C", "C", "C", "C", "C", "N", "N", "C", "C", "C", "C", "O", "C", "N", "C", "C", "C", "C", "H", "H", "H", "H", "H", "H", "H", "H", "H", "H", "H", "H", "N", "C", "C", "C", "N", "C", "C", "N", "C", "H", "H", "H", "H", "H", "H", "H", "H", "H", "H", "H", "H", "H", "H", "H", "H", "S", "C", "C", "N", "C", "S", "C", "N"], "coordinates": [[-0.31825, -0.09580, -1.21710], [3.28821, -4.60486, 2.89925], [3.88533, -3.52988, 3.60671], [3.07674, -2.57311, 4.10713], [3.71139, -1.54936, 4.81696], [2.96697, -0.52740, 5.36302], [1.58758, -0.47520, 5.16028], [0.95071, -1.51183, 4.49706], [1.69111, -2.56518, 3.97567], [0.91934, 0.64887, 5.73994], [0.01972, 1.26694, 5.15479], [-0.39215, 0.91156, 3.81909], [-1.69486, 0.54923, 3.61027], [-2.16846, 0.16921, 2.33823], [-1.32518, 0.18604, 1.25395], [-1.65327, -0.18624, 0.01655], [0.00503, 0.65237, 1.45160], [0.77324, 0.69228, 0.32517], [2.02499, 1.09584, 0.41646], [2.58144, 1.52815, 1.62812], [1.82094, 1.50368, 2.76742], [0.49143, 1.03006, 2.71445], [4.10663, -5.24694, 2.58854], [2.75244, -4.24750, 2.01613], [2.60795, -5.16929, 3.54117], [4.78414, -1.59370, 4.94598], [3.44121, 0.25149, 5.94682], [-0.12476, -1.52160, 4.38505], [1.17382, -3.37041, 3.47437], [-2.36598, 0.51277, 4.45878], [-3.18900, -0.16779, 2.21511], [2.61366, 1.07791, -0.49303], [3.60572, 1.87053, 1.64454], [2.23032, 1.84510, 3.70791], [-4.12384, 0.25584, -3.14042], [-2.89290, 1.10197, -2.93920], [-3.13092, 2.48548, -2.38411], [-1.74634, 3.09495, -2.10573], [-1.01570, 2.30608, -1.09081], [-0.88290, 3.10619, -3.36418], [-0.72139, 1.72331, -3.99131], [0.11218, 0.81036, -3.15916], [-2.09222, 1.09423, -4.22791], [-4.71015, 0.24231, -2.30430], [-3.77012, -0.70605, -3.29488], [-4.69496, 0.54672, -3.93508], [-2.37717, 0.53388, -2.17781], [-3.70513, 2.44042, -1.45430], [-3.67114, 3.12888, -3.08375], [-1.90005, 4.12374, -1.76818], [-1.48182, 2.35253, -0.18710], [-0.11770, 2.76319, -0.95407], [0.09759, 3.53457, -3.13664], [-1.33545, 3.76714, -4.10672], [-0.23273, 1.84320, -4.96124], [1.04622, 1.20695, -3.06751], [0.26061, -0.05842, -3.67756], [-1.97542, 0.07260, -4.59843], [-2.61613, 1.67675, -4.99258], [-1.58377, -1.79016, -2.33496], [-0.29887, -2.37795, -3.35595], [-0.69237, -3.03541, -4.55956], [-1.08509, -3.54567, -5.51268], [1.01108, -2.22961, -3.02340], [1.54440, -1.38488, -1.58749], [2.03080, -2.76158, -3.86850], [2.87323, -3.17750, -4.53089]], "charge": 1, "relative_energy_ev": 0.258, "homo_ev": -10.20, "homo_lumo_gap_ev": 7.01, "total_energy_ha": -2634.81241}

# 4
{"formula": "C26H28BrCrN6O4S2Si", "method": "wB97M-V/def2-TZVPD", "species": ["Cr", "C", "O", "C", "C", "C", "Br", "C", "C", "C", "O", "C", "N", "C", "C", "C", "C", "C", "C", "N", "H", "H", "H", "H", "H", "H", "H", "H", "H", "H", "H", "S", "C", "S", "C", "C", "N", "C", "N", "C", "Si", "C", "C", "O", "H", "H", "H", "H", "H", "H", "H", "H", "H", "N", "C", "N", "C", "C", "O", "C", "C", "H", "H", "H", "H", "H", "H", "H", "H"], "coordinates": [[-0.23536, -1.36249, -0.56173], [2.46933, -2.47152, 1.09374], [1.45975, -1.46711, 1.05644], [1.55563, -0.41283, 1.91611], [2.60096, -0.22179, 2.79884], [2.57768, 0.91037, 3.60760], [4.00898, 1.17879, 4.81429], [1.55925, 1.83128, 3.55006], [0.49565, 1.63289, 2.66178], [0.50223, 0.50367, 1.85994], [-0.53388, 0.25110, 0.96134], [-0.57426, 2.64266, 2.63629], [-0.62652, 3.63647, 3.48245], [-1.74935, 4.35706, 3.12568], [-2.28781, 5.51458, 3.69039], [-3.43479, 6.03000, 3.12574], [-4.04893, 5.41767, 2.01905], [-3.53336, 4.27303, 1.44711], [-2.37527, 3.75818, 2.02319], [-1.60199, 2.65846, 1.73090], [3.44673, -2.04414, 0.86078], [2.19236, -3.19915, 0.33668], [2.49450, -2.95037, 2.07321], [3.41877, -0.92187, 2.87083], [1.54789, 2.70958, 4.17808], [-1.07614, -0.49773, 1.31126], [-1.81160, 5.98121, 4.54209], [-3.87791, 6.92614, 3.53964], [-4.94854, 5.85567, 1.60736], [-4.00753, 3.80208, 0.59606], [-1.73020, 1.99173, 0.98993], [-1.84329, -0.73098, -1.96869], [-1.38255, -2.07378, -2.99418], [-0.21304, -3.04803, -2.18677], [-1.89042, -2.28569, -4.24537], [-1.43929, -3.38490, -5.03488], [-1.05473, -4.26663, -5.66701], [-2.85776, -1.39793, -4.80366], [-3.63137, -0.67354, -5.25289], [-3.14202, -4.20443, -0.04848], [-2.48915, -3.04406, 1.25190], [-3.74639, -1.71654, 1.66114], [-1.97674, -3.95932, 2.79817], [-1.15216, -2.24886, 0.69334], [-4.02020, -4.74952, 0.30537], [-2.38124, -4.93189, -0.33774], [-3.42529, -3.65128, -0.94707], [-4.70310, -2.15375, 1.95592], [-3.92926, -1.08718, 0.78610], [-3.41554, -1.07776, 2.48563], [-2.82790, -4.46933, 3.25524], [-1.56127, -3.27350, 3.54019], [-1.21951, -4.71289, 2.57142], [1.37705, -0.59913, -1.56676], [2.32254, -0.28415, -2.15011], [3.37398, -0.00528, -2.86253], [4.33435, 1.03722, -2.48587], [4.66543, 1.85200, -3.72546], [5.10222, 1.00993, -4.77359], [4.07876, 0.11723, -5.17770], [3.71018, -0.81994, -4.04222], [5.23976, 0.56409, -2.09653], [3.89524, 1.66299, -1.71061], [5.47633, 2.54645, -3.51358], [3.78215, 2.42124, -4.04127], [4.46398, -0.44945, -6.02292], [3.19417, 0.67972, -5.50007], [4.55764, -1.46464, -3.79583], [2.85217, -1.44011, -4.29775]], "charge": 0, "relative_energy_ev": 0.498, "homo_ev": [-7.95, -8.06], "homo_lumo_gap_ev": [7.17, 7.74], "multiplicity": 2, "total_energy_ha": -6341.48979}

Number 1: molecular weight 622.11 Da. Number 2: molecular weight 433.50 Da. Number 3: molecular weight 575.68 Da. Number 4: molecular weight 712.67 Da.